No. 1
{
  "formula": "C25H20N4O2PtS4",
  "method": "the ωB97M-V functional and the def2-TZVPD basis",
  "homo_lumo_gap_ha": 0.1815,
  "charge": -2,
  "relative_energy_ev": 0.760,
  "symbols": ["Pt", "C", "C", "C", "C", "C", "C", "C", "S", "O", "O", "N", "C", "C", "C", "C", "C", "C", "C", "C", "N", "C", "H", "H", "H", "H", "H", "H", "H", "H", "H", "H", "H", "H", "H", "S", "C", "S", "C", "N", "N", "C", "C", "C", "C", "C", "C", "S", "H", "H", "H", "H", "H", "C", "H", "H"],
  "coordinates": [[0.06, 1.62, -1.34], [4.75, -0.52, -7.06], [4.31, -0.43, -5.62], [3.63, 0.70, -5.15], [3.23, 0.80, -3.83], [3.53, -0.24, -2.95], [4.20, -1.37, -3.39], [4.59, -1.45, -4.72], [2.94, -0.09, -1.27], [3.32, 1.21, -0.85], [3.47, -1.23, -0.55], [1.35, -0.17, -1.49], [0.71, -1.39, -1.59], [1.27, -2.65, -1.68], [0.47, -3.81, -1.71], [-0.89, -3.75, -1.63], [-1.52, -2.49, -1.56], [-2.91, -2.32, -1.45], [-3.45, -1.07, -1.42], [-2.59, 0.04, -1.54], [-1.29, -0.08, -1.64], [-0.73, -1.32, -1.60], [4.89, 0.47, -7.49], [4.00, -1.05, -7.66], [5.69, -1.07, -7.15], [3.40, 1.50, -5.84], [2.69, 1.66, -3.46], [4.42, -2.15, -2.68], [5.11, -2.34, -5.07], [2.34, -2.75, -1.68], [0.96, -4.78, -1.77], [-1.50, -4.65, -1.61], [-3.55, -3.20, -1.37], [-4.51, -0.91, -1.31], [-2.97, 1.05, -1.58], [0.54, 2.06, 6.99], [-0.20, 1.58, 5.55], [0.72, 1.26, 4.14], [-0.73, 0.92, 3.17], [-1.81, 1.08, 3.90], [-1.50, 1.42, 5.22], [-2.65, 1.55, 6.05], [-3.89, 1.68, 5.42], [-5.06, 1.75, 6.17], [-5.02, 1.69, 7.56], [-3.78, 1.57, 8.18], [-2.61, 1.50, 7.44], [-0.60, 0.45, 1.56], [-3.92, 1.72, 4.34], [-6.00, 1.86, 5.66], [-5.93, 1.73, 8.14], [-3.73, 1.53, 9.26], [-1.66, 1.41, 7.94], [-0.40, 3.42, -1.36], [-0.82, 4.02, -2.17], [-0.37, 4.02, -0.44]],
  "nbo_charge": [0.341, -0.620, -0.042, -0.219, -0.199, -0.244, -0.227, -0.225, 2.342, -0.935, -0.987, -0.952, 0.193, -0.298, -0.184, -0.269, -0.094, -0.155, -0.266, 0.072, -0.441, 0.207, 0.206, 0.208, 0.203, 0.197, 0.262, 0.231, 0.191, 0.230, 0.192, 0.189, 0.196, 0.204, 0.212, -0.343, -0.107, 0.404, -0.123, -0.404, -0.251, 0.152, -0.172, -0.235, -0.249, -0.217, -0.239, -0.313, 0.252, 0.199, 0.194, 0.197, 0.254, -0.774, 0.120, 0.138]
}

No. 2
{
  "formula": "C36H53BrGeInN6SSb",
  "method": "the ωB97M-V functional and the def2-TZVPD basis",
  "homo_lumo_gap_ha": 0.2420,
  "charge": 2,
  "relative_energy_ev": 0.074,
  "symbols": ["In", "C", "C", "C", "C", "C", "C", "N", "Sb", "C", "C", "C", "C", "C", "C", "N", "C", "C", "C", "C", "C", "C", "N", "H", "H", "H", "H", "H", "H", "H", "H", "H", "H", "H", "H", "H", "H", "H", "H", "H", "H", "Br", "C", "C", "C", "C", "C", "N", "H", "H", "H", "H", "C", "C", "C", "C", "N", "C", "S", "N", "C", "C", "C", "C", "H", "H", "H", "H", "H", "H", "H", "H", "H", "H", "H", "H", "H", "H", "H", "H", "H", "H", "H", "H", "C", "Ge", "C", "C", "C", "H", "H", "H", "H", "H", "H", "H", "H", "H", "H", "H"],
  "coordinates": [[-2.22, 0.32, 0.86], [-2.49, 1.82, -2.15], [-3.84, 1.67, -1.50], [-5.04, 1.83, -2.25], [-6.23, 1.91, -1.64], [-6.29, 1.84, -0.23], [-5.13, 1.58, 0.48], [-3.94, 1.43, -0.21], [-5.34, 1.22, 2.61], [-3.38, 2.00, 3.27], [-3.31, 2.74, 4.47], [-2.11, 3.25, 4.91], [-0.97, 2.99, 4.18], [-1.07, 2.24, 3.01], [0.17, 1.92, 2.22], [-2.25, 1.78, 2.57], [-4.53, -0.83, 2.61], [-5.34, -1.76, 3.18], [-4.87, -3.07, 3.43], [-3.59, -3.34, 3.07], [-2.75, -2.38, 2.56], [-1.33, -2.65, 2.21], [-3.24, -1.14, 2.28], [-2.26, 1.08, -2.88], [-1.68, 1.93, -1.46], [-2.45, 2.72, -2.75], [-4.91, 1.81, -3.32], [-7.17, 1.91, -2.18], [-7.25, 1.88, 0.25], [-4.25, 2.87, 5.00], [-1.98, 3.87, 5.78], [-0.03, 3.28, 4.53], [0.12, 2.44, 1.27], [0.28, 0.89, 1.91], [1.14, 2.31, 2.59], [-6.35, -1.62, 3.41], [-5.53, -3.79, 3.91], [-3.17, -4.32, 3.32], [-1.17, -3.12, 1.24], [-0.82, -3.29, 2.95], [-0.74, -1.75, 2.32], [-1.50, -0.89, 5.73], [0.32, -0.73, 5.23], [1.30, -0.68, 6.26], [2.66, -0.63, 5.91], [2.92, -0.56, 4.51], [1.86, -0.54, 3.62], [0.57, -0.57, 3.97], [0.97, -0.78, 7.28], [3.42, -0.69, 6.64], [3.95, -0.54, 4.23], [2.12, -0.59, 2.58], [4.51, 2.63, -4.73], [3.46, 3.33, -3.75], [4.03, 3.80, -2.41], [3.94, 2.87, -1.27], [4.77, 1.68, -1.37], [4.39, 0.45, -1.02], [3.01, 0.15, -0.09], [5.11, -0.53, -1.59], [4.80, -1.98, -1.56], [3.95, -2.41, -2.72], [4.50, -2.48, -4.13], [4.76, -1.13, -4.77], [4.03, 2.33, -5.63], [5.04, 1.84, -4.25], [5.24, 3.43, -5.02], [2.59, 2.64, -3.60], [3.11, 4.23, -4.27], [3.46, 4.67, -2.10], [5.02, 4.26, -2.57], [2.95, 2.47, -1.12], [4.22, 3.46, -0.43], [5.44, 1.75, -2.10], [5.89, -0.26, -2.16], [4.23, -2.27, -0.66], [5.72, -2.50, -1.55], [3.04, -1.80, -2.76], [3.59, -3.41, -2.41], [3.81, -3.06, -4.70], [5.41, -3.08, -4.14], [3.88, -0.50, -4.63], [5.00, -1.23, -5.81], [5.57, -0.62, -4.22], [-0.25, -3.06, -2.02], [-1.92, -2.04, -1.69], [-3.23, -3.23, -0.72], [-2.91, -1.45, -3.29], [-1.11, -0.68, -0.52], [-0.30, -3.82, -2.80], [0.17, -3.51, -1.05], [0.43, -2.27, -2.34], [-3.58, -3.89, -1.51], [-4.09, -2.72, -0.29], [-2.70, -3.85, 0.02], [-3.95, -1.18, -3.04], [-2.91, -2.33, -3.98], [-2.42, -0.60, -3.80], [-0.64, -0.02, -1.26], [-0.37, -1.27, 0.05]],
  "lowdin_charge": [0.916, -0.014, -0.282, 0.007, -0.018, -0.088, -0.406, -0.011, 1.590, -0.382, -0.087, -0.016, 0.022, -0.291, -0.047, -0.008, -0.410, -0.103, 0.010, -0.015, -0.321, -0.034, 0.006, 0.053, 0.053, 0.112, 0.133, 0.131, 0.097, 0.102, 0.131, 0.116, 0.087, 0.031, 0.118, 0.084, 0.131, 0.147, 0.067, 0.118, 0.035, 0.773, -0.740, -0.079, -0.018, -0.028, -0.147, 0.012, 0.094, 0.107, 0.112, 0.057, -0.085, -0.224, -0.227, -0.244, 0.021, -0.823, 0.602, 0.016, -0.191, -0.232, -0.258, -0.101, 0.053, 0.020, 0.094, 0.113, 0.099, 0.114, 0.131, 0.055, 0.110, 0.114, 0.122, 0.093, 0.114, 0.094, 0.123, 0.099, 0.111, 0.071, 0.075, 0.059, -0.199, 0.785, -0.197, -0.204, -0.415, 0.022, 0.058, 0.005, 0.022, 0.010, 0.011, 0.025, 0.044, 0.010, 0.006, -0.008]
}